# 1
Formula: C6H7NO
Source: the Open Molecules 2025 dataset
Level of theory: ωB97M-V/def2-TZVPD

```
15
Properties=species:S:1:pos:R:3:lowdin_charge:R:1
C 0.148 1.771 0.196 -0.0453
C -0.443 0.719 0.916 -0.0826
C 0.887 1.348 -0.970 -0.1454
C -0.979 0.969 2.218 -0.3223
C 0.702 -1.067 -1.123 -0.0785
C 0.187 -2.380 -1.258 -0.0579
N 0.726 0.093 -1.410 0.0685
O -1.414 0.214 3.094 -0.0085
H 0.241 2.711 0.686 0.0959
H -0.701 -0.189 0.337 0.0802
H 1.465 1.901 -1.674 0.0867
H -0.834 1.989 2.459 0.0869
H -0.382 -2.532 -2.180 0.0949
H -0.522 -2.352 -0.399 0.1047
H 0.920 -3.196 -0.894 0.1227
```

Output
orbital gap (alpha / beta): 7.27 / 7.28 eV
LUMO level (alpha / beta): -0.228 / -0.227 eV
HOMO level (alpha / beta): -7.50 / -7.50 eV
ΔE to the lowest compared entry with this formula, charge and spin: 356.64 kJ/mol

# 2
Formula: C22H21AgBN12O2S
Source: the Open Molecules 2025 dataset
Level of theory: ωB97M-V/def2-TZVPD

```
60
Properties=species:S:1:pos:R:3:lowdin_charge:R:1
Ag -0.444 0.170 0.460 1.0624
C 0.357 3.357 -2.392 -0.0407
C 0.649 2.635 -1.235 -0.1288
N -0.356 1.820 -0.943 -0.0357
N -1.307 1.988 -1.893 0.0190
C -0.893 2.918 -2.770 -0.0621
B -2.527 1.039 -1.938 -0.6554
N -3.190 1.030 -0.521 0.0226
C -4.403 1.512 -0.193 -0.0486
C -4.560 1.412 1.173 -0.0476
C -3.355 0.869 1.624 -0.1399
N -2.551 0.637 0.594 -0.0553
N -2.044 -0.365 -2.362 -0.0046
C -2.071 -0.953 -3.579 -0.0844
C -1.351 -2.120 -3.512 -0.0588
C -0.860 -2.148 -2.200 -0.1467
N -1.276 -1.093 -1.515 0.0096
N -3.602 1.521 -2.909 -0.0328
C -4.666 0.788 -3.331 -0.1085
C -5.582 1.648 -3.880 -0.0656
C -4.989 2.917 -3.733 -0.1568
N -3.812 2.839 -3.139 0.0697
H 0.966 4.096 -2.879 0.0960
H 1.537 2.632 -0.625 0.0916
H -1.532 3.210 -3.584 0.1077
H -5.067 1.889 -0.952 0.1179
H -5.418 1.699 1.755 0.0951
H -3.036 0.628 2.625 0.1051
H -2.592 -0.500 -4.405 0.1178
H -1.186 -2.831 -4.302 0.0923
H -0.212 -2.871 -1.731 0.1054
H -4.699 -0.278 -3.187 0.1238
H -6.529 1.399 -4.324 0.0905
H -5.368 3.880 -4.039 0.1001
N 6.856 -0.594 4.816 0.0971
C 5.989 -0.543 3.735 -0.3211
C 5.257 0.618 3.467 -0.0307
C 4.364 0.651 2.415 -0.0574
C 4.182 -0.472 1.618 -0.3107
C 4.900 -1.630 1.876 -0.0663
C 5.798 -1.666 2.925 -0.0281
S 3.057 -0.413 0.275 0.5911
O 3.098 0.906 -0.294 -0.3222
O 3.302 -1.552 -0.563 -0.2975
N 1.575 -0.508 0.977 -0.1679
C 1.144 -1.622 1.616 -0.4821
N -0.199 -1.541 1.833 0.0188
C -0.826 -2.558 2.402 -0.1183
C -0.118 -3.663 2.837 -0.0551
C 1.253 -3.648 2.596 -0.1101
N 1.892 -2.665 1.984 0.1535
H 7.196 0.290 5.154 0.0889
H 7.571 -1.300 4.776 0.0889
H 5.398 1.497 4.085 0.1099
H 3.814 1.558 2.196 0.1158
H 4.747 -2.498 1.251 0.1101
H 6.360 -2.570 3.125 0.1101
H -1.900 -2.469 2.508 0.1163
H -0.605 -4.492 3.326 0.0981
H 1.866 -4.490 2.905 0.1143
```

Output
expectation value of S²: 0.75
orbital gap (alpha / beta): 8.53 / 6.46 eV
LUMO level (alpha / beta): 0.359 / -1.731 eV
HOMO level (alpha / beta): -8.17 / -8.19 eV
ΔE to the lowest compared entry with this formula, charge and spin: 0.00 kJ/mol
2S+1: 2

# 3
Formula: C3H4O5P
Source: the Open Molecules 2025 dataset
Level of theory: ωB97M-V/def2-TZVPD

```
13
Properties=species:S:1:pos:R:3:lowdin_charge:R:1
C -1.746 0.354 0.957 -0.1709
O -1.603 0.277 -0.458 -0.2659
P -0.037 0.712 -0.867 0.3504
O -0.032 1.122 -2.280 -0.3317
O 0.663 1.413 0.274 -0.3584
C 0.791 -1.123 -0.830 -0.3121
O 0.423 -2.150 -1.315 0.0503
C 2.056 -0.652 -0.028 -0.2904
O 2.146 -1.037 1.095 0.0355
H -0.871 0.857 1.360 0.0542
H -1.831 -0.664 1.393 0.0864
H -2.632 0.768 1.251 0.0340
H 2.671 0.124 -0.553 0.1187
```

Output
orbital gap: 8.16 eV
LUMO level: 3.914 eV
charge: -1
HOMO level: -4.25 eV
ΔE to the lowest compared entry with this formula, charge and spin: 56.86 kJ/mol

# 4
Formula: C28H35AsN8O4S2Sr
Source: the Open Molecules 2025 dataset
Level of theory: ωB97M-V/def2-TZVPD

```
79
Properties=species:S:1:pos:R:3:lowdin_charge:R:1
Sr -0.319 -0.512 -0.147 1.2839
C 2.384 0.030 5.382 -0.0626
N 1.239 -0.108 4.502 -0.1533
C -0.055 -0.086 5.166 -0.0282
C 1.340 0.109 3.156 -0.4388
N 0.389 0.037 2.297 0.0567
N 2.625 0.441 2.719 0.1156
C 2.901 0.482 1.331 -0.5523
N 3.271 1.715 0.870 0.1405
N 2.858 -0.599 0.656 0.1041
H 2.204 -0.559 6.280 0.0864
H 2.552 1.068 5.693 0.0933
H 3.283 -0.351 4.903 0.0858
H -0.036 -0.791 5.996 0.0905
H -0.862 -0.384 4.504 0.0750
H -0.281 0.911 5.560 0.0997
H -0.465 -0.335 2.704 0.0160
H 3.107 1.143 3.260 0.1306
H 2.771 2.476 1.311 0.0677
H 3.204 1.776 -0.147 0.0447
H 3.024 -0.406 -0.332 -0.0147
S 1.640 0.719 -2.045 0.4487
C 1.163 2.226 -2.831 -0.7285
C 1.426 2.376 -4.200 -0.1402
C 1.082 3.528 -4.880 -0.0975
C 0.460 4.578 -4.215 -0.1007
C 0.198 4.453 -2.862 -0.1213
C 0.544 3.296 -2.164 -0.4367
As 0.163 3.142 -0.260 1.2941
C 0.237 5.053 0.187 -0.4037
C 1.507 5.613 0.304 -0.1328
C 1.666 6.954 0.618 -0.0926
C 0.550 7.752 0.832 -0.0973
C -0.718 7.202 0.724 -0.0864
C -0.875 5.859 0.400 -0.1049
C -1.769 2.883 -0.309 -0.4287
C -2.445 2.853 0.911 -0.1480
C -3.814 2.653 0.954 -0.0880
C -4.519 2.452 -0.225 -0.0883
C -3.851 2.449 -1.439 -0.0788
C -2.479 2.667 -1.485 -0.0932
H 1.908 1.557 -4.719 0.0893
H 1.299 3.609 -5.939 0.0988
H 0.185 5.482 -4.743 0.0961
H -0.282 5.269 -2.335 0.0979
H 2.385 4.999 0.129 0.0929
H 2.660 7.378 0.696 0.1003
H 0.670 8.799 1.080 0.0989
H -1.592 7.821 0.884 0.1014
H -1.870 5.445 0.306 0.0943
H -1.892 2.980 1.836 0.1057
H -4.326 2.626 1.907 0.1086
H -5.588 2.281 -0.194 0.1020
H -4.397 2.279 -2.359 0.1030
H -1.964 2.680 -2.438 0.1012
C -4.132 -2.344 0.765 -0.1334
S -2.875 -1.310 1.460 0.3605
O -1.649 -2.131 1.490 -0.4355
O -3.323 -0.881 2.762 -0.3207
O -2.685 -0.215 0.491 -0.4810
H -4.214 -3.236 1.384 0.0678
H -3.836 -2.597 -0.251 0.0532
H -5.069 -1.793 0.766 0.0685
C -2.210 -4.904 -1.764 -0.0048
N -0.996 -4.562 -1.031 -0.0334
C -0.385 -5.491 -0.250 -0.0408
C 0.701 -5.201 0.489 0.0077
C 1.195 -3.857 0.414 -0.3670
N 0.630 -2.965 -0.391 0.0960
C -0.499 -3.261 -1.076 -0.5532
O -1.104 -2.388 -1.706 -0.0758
N 2.243 -3.469 1.134 0.1856
H -2.003 -5.694 -2.485 0.0963
H -2.544 -4.016 -2.289 0.0884
H -2.985 -5.232 -1.072 0.0958
H -0.834 -6.475 -0.258 0.1365
H 1.172 -5.945 1.112 0.1091
H 2.680 -4.116 1.764 0.1100
H 2.566 -2.489 1.077 0.0639
```

Output
orbital gap: 7.19 eV
LUMO level: 0.330 eV
HOMO level: -6.86 eV
ΔE to the lowest compared entry with this formula, charge and spin: 0.00 kJ/mol

# 5
Formula: C5H7NO
Source: the Open Molecules 2025 dataset
Level of theory: ωB97M-V/def2-TZVPD

```
14
Properties=species:S:1:pos:R:3:lowdin_charge:R:1
C -0.019 1.581 0.132 -0.0085
C -2.001 -0.976 0.023 -0.0902
C 1.496 -0.199 -0.177 -0.4125
C -0.666 -0.466 0.448 -0.1359
C 1.302 1.174 -0.061 -0.0959
O 2.727 -0.751 -0.295 0.0638
N 0.419 -0.970 0.008 0.0910
H 2.635 -1.710 -0.208 0.1096
H -0.224 2.433 0.772 0.0718
H -0.768 1.416 -0.634 0.0680
H 2.144 1.814 0.162 0.1102
H -2.071 -1.178 -1.051 0.0794
H -2.780 -0.268 0.310 0.0686
H -2.195 -1.902 0.572 0.0807
```

Output
orbital gap: 8.71 eV
LUMO level: 0.746 eV
HOMO level: -7.97 eV
ΔE to the lowest compared entry with this formula, charge and spin: 300.03 kJ/mol

# 6
Formula: F3H3S2Si2
Source: the Open Molecules 2025 dataset
Level of theory: ωB97M-V/def2-TZVPD

```
10
Properties=species:S:1:pos:R:3:lowdin_charge:R:1
F -5.011 -0.437 -1.256 -0.0955
F -4.483 -1.790 0.738 -0.0605
F -5.296 0.499 1.080 -0.0838
Si -2.269 0.571 -0.170 -0.2019
Si -4.341 -0.365 0.164 0.0371
S -1.544 2.113 0.810 0.1606
S -0.873 -0.576 -1.404 0.3636
H -2.515 -1.136 3.225 0.0275
H -1.766 -0.855 3.263 0.0346
H -1.859 -0.911 -2.308 -0.1818
```

Output
orbital gap: 8.02 eV
LUMO level: -1.605 eV
HOMO level: -9.62 eV
ΔE to the lowest compared entry with this formula, charge and spin: 113.05 kJ/mol

Number 1: strongest force on any atom 3.91 eV/Å. Number 2: strongest force on any atom 0.23 eV/Å. Number 3: strongest force on any atom 3.40 eV/Å. Number 4: strongest force on any atom 0.72 eV/Å. Number 5: strongest force on any atom 2.24 eV/Å. Number 6: strongest force on any atom 2.14 eV/Å.